No. 1
Formula: C14H24BrFN4O3
Source: the Open Molecules 2025 dataset
Level of theory: ωB97M-V/def2-TZVPD

Geometry (Å):
1 Br 0.0096 0.6240 -2.0441
2 F 4.8204 -1.1250 2.2554
3 O 2.8263 -0.4301 2.9260
4 O 1.1425 -2.8417 1.7207
5 O 1.0703 -2.6914 -3.2787
6 N -4.7419 1.5776 -0.1349
7 N 2.1180 -1.2024 -1.8573
8 N 3.0505 -1.8120 1.0877
9 N 2.2560 0.7276 -0.3273
10 C 3.4781 -1.0596 2.1691
11 C -1.7173 -1.2186 0.9561
12 C -4.1634 -0.8152 0.3812
13 C 2.7243 1.9026 -1.1049
14 C -4.5880 0.5542 0.9077
15 C -2.7182 -0.8186 -0.1378
16 C 1.6265 -2.0199 1.0045
17 C 0.7252 -1.2597 0.0055
18 C 0.2869 -2.3782 -0.9832
19 C 1.1475 -2.1656 -2.2110
20 C 2.3861 3.2176 -0.4028
21 C 0.9573 3.3602 0.1192
22 C 1.4522 -0.2808 -0.9642
23 C -0.3402 -0.5502 0.8836
24 H 3.8153 1.8497 -1.1595
25 H 0.8388 2.8270 1.0617
26 H 0.7418 4.4103 0.3198
27 H 0.5989 -3.3603 -0.6191
28 H 0.2181 2.9906 -0.5892
29 H -5.5259 0.4685 1.4609
30 H -2.4677 0.1799 -0.5059
31 H 2.3617 1.8718 -2.1313
32 H -2.6463 -1.4804 -1.0041
33 H -4.8546 -1.0985 -0.4183
34 H -3.8372 0.9073 1.6218
35 H 3.4840 -1.5983 0.1977
36 H 2.6453 4.0503 -1.0604
37 H -0.7711 -2.4822 -1.2031
38 H 3.0630 3.2962 0.4533
39 H 2.6007 -0.8053 -2.6559
40 H -4.8760 1.1409 -1.0396
41 H -0.4330 0.4903 0.5742
42 H -1.5939 -2.3048 0.9700
43 H -2.1553 -0.9569 1.9232
44 H 0.0521 -0.5177 1.9005
45 H 3.0923 0.2413 -0.0382
46 H -3.9036 2.1382 -0.2123
47 H -4.2561 -1.5529 1.1833

The value obtained for the HOMO energy is -9.34 eV. The energy above the lowest of the compared OMol25 structures with the same formula, charge and spin comes out at 0.0 kcal/mol. As for the SMILES: CCCN[C@@]1(Br)NC(=O)C[C@@]1(CCCCCN)C(=O)NC(=O)F. The HOMO-LUMO gap comes out at 9.504 eV. The largest force on an atom is 0.7 eV/A.

Löwdin analysis output, partial charges in e: 0.892 0.118 0.185 0.170 0.123 -0.007 0.090 0.179 0.007 -0.538 -0.181 -0.210 -0.242 -0.292 -0.225 -0.363 -0.305 -0.026 -0.502 -0.241 -0.121 -0.685 -0.137 0.114 0.068 0.070 0.141 0.017 0.099 0.064 0.073 0.099 0.107 0.110 0.130 0.106 0.119 0.105 0.147 0.061 0.077 0.118 0.115 0.118 0.090 0.054 0.109

No. 2
Formula: C26H35F5O18
Source: the Open Molecules 2025 dataset
Level of theory: ωB97M-V/def2-TZVPD

Geometry (Å):
1 F -6.0333 -1.8487 -3.4071
2 F 5.4457 -7.6853 0.8955
3 F -0.7583 -0.6605 4.7547
4 F 4.3514 -1.3994 -5.0352
5 F -4.4162 5.6142 -0.8810
6 O 6.7496 -6.0260 1.7083
7 O 5.1872 -4.5271 2.2554
8 O -1.0782 -0.7327 -0.2396
9 O 2.4905 -3.5847 3.9782
10 O 1.9765 1.0769 -4.7238
11 O -4.7357 -0.1488 -2.6712
12 O -8.3491 7.1145 -2.3037
13 O -6.2238 0.9904 -1.4670
14 O -7.1589 5.3155 -2.9484
15 O 1.4143 0.8293 -2.5605
16 O -4.1845 1.8676 -1.8327
17 O 4.6177 0.9803 0.1817
18 O 2.8343 -0.6146 -3.5543
19 O -6.4468 6.5449 -1.2283
20 O 1.0325 -1.8680 4.0935
21 O 7.3612 -3.9488 2.3509
22 O -2.5875 -2.1264 0.7551
23 O 0.3895 -3.9082 4.7273
24 C -4.9720 0.9936 -1.9794
25 C -1.2851 0.6909 -0.4753
26 C -0.6868 -3.0215 5.0536
27 C -2.2345 0.1747 1.5648
28 C -1.3802 1.2932 0.9205
29 C 2.9442 0.4465 -5.5706
30 C 1.4182 -3.1677 4.2425
31 C -7.4160 6.4018 -2.1784
32 C -5.7561 -1.0770 -2.3322
33 C -5.8716 4.8038 -2.5844
34 C 4.4977 -5.6740 1.7543
35 C -6.9085 -0.1651 -1.9715
36 C 3.8057 1.7359 1.0538
37 C 1.5788 2.5602 0.1102
38 C 5.5485 -6.7522 1.8766
39 C 3.8786 -1.2677 0.8620
40 C -2.0353 -1.0441 0.6686
41 C -5.7075 5.3368 -1.1808
42 C 3.0962 -0.9078 -4.9155
43 C 0.7429 2.6649 1.4103
44 C 2.0146 0.4706 -3.5155
45 C 3.0605 2.8919 0.3699
46 C 4.0235 -0.2277 -0.2504
47 C 6.5180 -4.7441 2.1268
48 C -0.0638 1.3932 1.6888
49 C -0.3780 -1.8301 4.1780
50 H -5.8553 3.7199 -2.6334
51 H -5.1148 5.2086 -3.2574
52 H -2.2367 0.7127 -0.9978
53 H -0.8002 -1.8887 3.1734
54 H -0.2806 1.3392 2.7547
55 H -1.9137 2.2364 0.8214
56 H -3.2675 0.4395 1.7721
57 H 3.0799 1.1158 1.5853
58 H -0.6391 -2.7582 6.1111
59 H -7.5709 -0.5795 -1.2173
60 H 4.2173 -5.5047 0.7135
61 H 2.5846 0.3956 -6.5943
62 H 1.4991 1.5699 -0.3193
63 H 4.5851 -1.0691 1.6633
64 H 4.4656 2.1501 1.8164
65 H -1.8117 -0.1332 2.5175
66 H -0.5128 1.0679 -1.1348
67 H -1.6469 -3.4809 4.8359
68 H 3.8787 1.0078 -5.5381
69 H 3.5586 3.2003 -0.5448
70 H 3.9773 -2.2809 0.4885
71 H -5.4031 -1.7125 -1.5182
72 H 2.3869 -1.6615 -5.2615
73 H -6.1202 4.6932 -0.4022
74 H 3.0658 -0.0542 -0.7442
75 H 1.1895 3.2867 -0.6028
76 H 4.6833 -0.6267 -1.0200
77 H -7.4860 0.1107 -2.8545
78 H 3.6051 -5.8734 2.3413
79 H 0.5454 0.5231 1.4352
80 H 5.5671 -7.2589 2.8429
81 H 0.0807 3.5267 1.3525
82 H 3.0673 3.7207 1.0787
83 H 1.4243 2.8132 2.2476
84 H 2.8878 -1.1888 1.3149

The value obtained for the HOMO energy is -9.16 eV. As for the SMILES: CCOCCCCC[C@H]1COC(=O)C1.O=C1OC[C@@H](F)O1.O=C1OC[C@@H](F)O1.O=C1OC[C@@H](F)O1.O=C1OC[C@@H](F)O1.O=C1OC[C@@H](F)O1. The HOMO-LUMO gap comes out at 9.366 eV. The largest force on an atom is 1.6 eV/A.

Löwdin analysis output, partial charges in e: 0.084 0.070 0.069 0.081 0.077 0.129 0.061 0.027 0.188 0.081 0.140 0.187 0.067 0.071 0.171 0.165 -0.138 0.131 0.131 0.133 0.188 0.091 0.075 -0.559 -0.091 -0.043 -0.037 -0.247 -0.046 -0.543 -0.552 -0.304 -0.049 -0.057 -0.040 -0.223 -0.200 -0.317 -0.057 -0.474 -0.313 -0.311 -0.175 -0.529 -0.158 -0.262 -0.547 -0.162 -0.315 0.115 0.149 0.106 0.156 0.109 0.148 0.131 0.110 0.145 0.142 0.144 0.140 0.066 0.089 0.121 0.089 0.110 0.142 0.146 0.113 0.066 0.176 0.174 0.174 0.093 0.110 0.115 0.146 0.135 0.120 0.172 0.110 0.104 0.105 0.058

No. 3
Formula: C4H20NO7
Source: the Open Molecules 2025 dataset
Level of theory: ωB97M-V/def2-TZVPD

Geometry (Å):
1 O -0.9580 -2.6841 0.5208
2 O 0.9219 -1.9883 3.2671
3 O 2.7139 0.6012 2.0949
4 O 4.0304 1.1115 0.1069
5 O 1.3217 1.0283 0.1431
6 O -3.7412 1.4411 -2.4863
7 O 0.8386 3.0559 -1.3867
8 N -1.5697 0.8553 0.6703
9 C -1.2895 -1.6734 -1.6835
10 C -0.6783 -0.2995 0.3767
11 C 0.5986 0.0305 -0.4285
12 C -1.5037 -1.5505 -0.1227
13 H 1.2217 -0.7850 -0.7373
14 H 0.6858 3.3413 -0.5063
15 H 3.2783 1.5705 -0.3123
16 H -3.1367 0.7171 -2.3372
17 H -1.0586 1.5195 0.2097
18 H -0.3577 -0.7840 1.3602
19 H 3.0567 1.4209 2.3789
20 H 1.6731 -1.8851 2.6015
21 H -0.5544 -2.4349 -1.9955
22 H -4.0433 1.5468 -1.6237
23 H 3.5907 0.5841 0.9819
24 H -1.2128 -3.5218 0.2627
25 H -2.5211 -1.4080 0.0165
26 H 0.1910 -1.9092 2.7370
27 H 1.1306 2.0870 -1.2634
28 H 1.8347 0.8957 1.1349
29 H -2.0870 -1.7657 -2.2192
30 H -1.6436 0.9962 1.6818
31 H -0.9698 -0.6998 -2.0783
32 H 0.2381 0.5865 -1.3640

The value obtained for the HOMO energy is -5.12 eV. The energy above the lowest of the compared OMol25 structures with the same formula, charge and spin comes out at 77.7 kcal/mol. The charge is -1. The HOMO-LUMO gap comes out at 7.948 eV. The largest force on an atom is 6.3 eV/A.

Löwdin analysis output, partial charges in e: -0.019 -0.061 -0.265 -0.243 -0.228 -0.028 -0.102 0.083 -0.028 -0.289 -0.275 -0.327 0.130 -0.003 -0.022 0.011 0.011 0.127 -0.036 0.075 0.098 -0.009 0.002 0.049 0.102 -0.073 0.030 0.032 -0.011 0.087 0.066 0.115

No. 4
Formula: C4H6N2O2S3
Source: the Open Molecules 2025 dataset
Level of theory: ωB97M-V/def2-TZVPD

Geometry (Å):
1 S 0.9920 -2.6330 -0.0131
2 S 3.8073 -1.3717 -0.1262
3 S -2.0021 -1.9574 0.0698
4 O 1.2104 2.2729 0.0716
5 O -4.0386 -0.0908 -0.3519
6 N 1.4480 -0.1099 -0.0102
7 N 0.0687 -0.1165 -0.0166
8 C -0.2986 -1.3376 -0.0594
9 C 2.0684 -1.2980 0.0791
10 C 2.1577 1.2072 0.0400
11 C -2.6729 -0.2460 0.2303
12 H 2.7275 1.3796 1.0071
13 H -2.5869 0.0155 1.3162
14 H 2.9052 1.2502 -0.7872
15 H 0.2917 1.8645 -0.5817
16 H -4.2721 0.7786 -0.4950
17 H -1.8056 0.3924 -0.3728

The value obtained for the HOMO energy is -8.50 eV. The energy above the lowest of the compared OMol25 structures with the same formula, charge and spin comes out at 41.3 kcal/mol. As for the SMILES: OCSc1nn(CO)c(=S)s1. The HOMO-LUMO gap comes out at 8.405 eV. The largest force on an atom is 5.8 eV/A.

Löwdin analysis output, partial charges in e: 1.000 0.498 0.897 -0.136 -0.106 -0.193 -0.018 -0.834 -1.079 -0.251 -0.475 0.142 0.088 0.106 0.224 0.028 0.108